No. 1
83
Properties=species:S:1:pos:R:3:forces:R:3 method="wB97M-V/def2-TZVPD" relative_energy_kj_mol=0.00 e_homo_ev="-13.061 / -13.213" charge=+2
Sn 1.548 -1.616 3.999 0.40 0.73 1.05
C -2.483 0.165 6.423 -1.39 1.29 2.55
C -2.810 -0.021 5.136 0.38 -0.74 -2.30
C -3.080 0.999 4.072 -0.36 -0.77 -0.36
C -1.852 1.630 3.395 -0.36 0.28 -0.29
C -0.798 2.184 4.306 0.07 -0.60 -1.23
C -0.920 2.515 5.596 -0.10 -0.39 1.28
C -2.199 2.736 6.319 -0.10 0.38 0.43
C -2.567 1.490 7.147 0.24 0.00 0.02
C 2.797 0.144 4.518 0.04 -0.36 -0.73
H -2.558 -0.677 7.113 0.50 -0.03 -0.42
H -2.935 -1.066 4.794 0.18 0.54 0.33
H -3.754 1.781 4.443 0.08 -0.22 -0.12
H -3.613 0.432 3.288 0.03 0.56 0.23
H -1.357 0.867 2.767 -0.24 0.20 0.26
H -2.237 2.379 2.676 0.44 -0.09 0.18
H 0.181 2.243 3.832 -0.01 0.01 0.24
H -0.029 2.502 6.228 -0.06 0.47 -0.37
H -3.027 3.013 5.653 0.35 -0.02 0.19
H -2.072 3.578 7.029 -0.04 -0.39 -0.39
H -1.904 1.413 8.029 -0.27 0.19 -0.31
H -3.601 1.647 7.524 0.47 -0.56 0.10
H 3.335 -0.092 5.451 -0.27 0.22 -0.36
H 2.204 1.078 4.631 0.49 -0.70 -0.11
H 3.522 0.230 3.688 -0.16 0.28 0.41
P -0.047 -2.131 -3.540 -1.34 0.33 -0.19
P 1.864 0.431 -3.894 -0.68 1.51 -1.16
C -0.712 -0.554 -4.156 1.02 1.38 -0.18
C 0.110 0.502 -4.362 -1.10 -1.45 0.00
C -0.841 -3.313 -4.716 0.76 -0.39 -0.13
C -1.994 -3.016 -5.455 0.04 -0.10 0.06
C -2.569 -3.985 -6.281 0.07 0.08 0.08
C -1.982 -5.243 -6.411 0.32 0.15 0.29
C -0.786 -5.520 -5.733 -0.24 0.06 -0.09
C -0.211 -4.561 -4.901 -0.27 0.17 0.12
C -1.030 -2.256 -1.990 0.24 -0.02 0.40
C -0.685 -1.388 -0.931 -0.13 -0.16 -0.06
C -1.391 -1.431 0.272 -0.03 -0.11 -0.34
C -2.456 -2.329 0.422 0.19 0.05 -0.24
C -2.806 -3.186 -0.624 0.15 0.08 -0.09
C -2.087 -3.161 -1.824 0.05 0.04 0.14
C 2.536 1.174 -5.457 0.27 -0.51 -0.06
C 2.459 0.404 -6.636 -0.03 0.07 0.13
C 2.883 0.935 -7.852 -0.06 -0.05 0.01
C 3.396 2.235 -7.918 -0.14 -0.11 0.42
C 3.479 3.001 -6.752 -0.11 -0.24 0.10
C 3.064 2.470 -5.526 0.13 0.15 0.05
C 1.950 1.854 -2.739 0.63 -0.42 0.74
C 3.104 1.946 -1.933 -0.26 0.14 -0.21
C 3.291 3.047 -1.100 -0.23 0.10 -0.04
C 2.314 4.052 -1.040 0.10 -0.36 -0.22
C 1.152 3.943 -1.807 0.06 -0.19 0.01
C 0.962 2.839 -2.641 0.01 0.00 0.01
H -1.790 -0.489 -4.333 0.36 0.08 0.00
H -0.223 1.417 -4.865 -0.01 -0.29 0.26
H -2.447 -2.032 -5.394 -0.07 -0.27 -0.02
H -3.484 -3.745 -6.824 0.27 -0.08 0.14
H -2.445 -6.001 -7.043 0.16 0.22 0.15
H -0.309 -6.492 -5.855 -0.08 0.25 0.04
H 0.727 -4.773 -4.383 -0.28 -0.02 -0.13
H 0.134 -0.675 -1.066 -0.21 -0.23 0.10
H -1.111 -0.763 1.092 -0.10 -0.22 -0.31
H -3.010 -2.358 1.358 0.08 -0.04 -0.19
H -3.637 -3.885 -0.513 0.27 0.24 -0.01
H -2.352 -3.835 -2.639 0.03 0.14 0.25
H 2.040 -0.605 -6.591 0.20 0.26 -0.09
H 2.813 0.331 -8.760 0.01 0.19 0.32
H 3.721 2.650 -8.870 -0.05 -0.11 0.20
H 3.871 4.017 -6.789 -0.11 -0.25 0.01
H 3.131 3.082 -4.625 0.04 -0.16 -0.28
H 3.853 1.153 -1.977 -0.12 0.27 0.02
H 4.198 3.127 -0.502 -0.24 -0.01 -0.13
H 2.462 4.914 -0.397 -0.01 -0.12 -0.10
H 0.383 4.716 -1.761 0.24 -0.21 0.00
H 0.045 2.749 -3.219 0.21 0.16 0.15
C 1.895 -1.008 8.417 -0.37 -0.03 -0.05
S 0.747 -1.131 7.008 0.82 -1.43 0.91
O 1.518 -2.139 6.088 -1.19 1.08 0.16
O -0.514 -1.716 7.458 1.17 0.70 -0.59
O 0.684 0.171 6.365 -0.46 -0.36 -0.11
H 1.413 -1.484 9.275 0.10 -0.01 -0.20
H 2.126 0.037 8.670 -0.23 -0.34 -0.38
H 2.802 -1.548 8.139 -0.17 0.13 0.09



No. 2
84
Properties=species:S:1:pos:R:3:forces:R:3 method="wB97M-V/def2-TZVPD" relative_energy_kj_mol=0.00 spin_multiplicity=7 e_homo_ev="-1.974 / -1.975" charge=-1
Eu 0.778 0.680 -0.100 -1.28 0.12 0.79
N 4.732 -0.009 2.209 0.21 -0.04 -0.32
N 0.798 2.353 -2.291 0.63 1.69 0.78
C -2.297 0.547 0.484 0.58 -0.18 0.46
C -1.522 1.435 1.291 0.25 -1.23 0.12
C -0.845 0.640 2.272 -0.48 -0.30 -1.08
C -0.040 1.127 3.406 0.90 0.48 0.55
H -0.377 2.120 3.734 -0.06 -0.24 0.19
H 1.026 1.228 3.125 -0.63 -0.12 0.45
H -0.052 0.415 4.246 -0.20 0.31 -0.07
C -1.144 -0.723 2.013 -0.08 1.21 -0.22
C -0.693 -1.857 2.848 0.23 -0.51 0.30
H -1.275 -1.961 3.780 0.09 0.00 -0.15
H 0.358 -1.722 3.135 -0.17 -0.16 0.03
H -0.783 -2.802 2.299 0.09 0.04 0.13
C -2.069 -0.776 0.950 0.30 0.84 -0.01
C -2.815 -1.997 0.565 -0.12 -0.53 -0.31
H -2.128 -2.744 0.142 -0.29 -0.06 -0.07
H -3.594 -1.764 -0.170 0.18 -0.18 0.04
H -3.310 -2.473 1.430 0.12 0.17 -0.19
C -1.462 2.914 1.178 -0.12 0.64 -0.01
H -2.149 3.401 1.893 0.25 0.08 -0.18
H -1.742 3.255 0.169 0.04 -0.06 0.26
H -0.446 3.295 1.378 -0.24 0.06 0.04
C -3.314 0.955 -0.520 -0.41 0.07 -0.46
H -3.442 0.183 -1.293 -0.01 0.33 0.10
H -3.025 1.887 -1.027 -0.13 -0.22 -0.03
H -4.312 1.131 -0.071 0.33 -0.03 -0.07
C 5.635 -0.750 1.594 0.18 0.50 -1.10
H 6.294 -1.404 2.200 -0.37 0.54 -0.18
C 5.806 -0.742 0.198 0.52 -0.90 0.26
H 6.638 -1.307 -0.221 -0.32 0.01 -0.06
C 4.900 -0.061 -0.605 -0.24 1.34 -0.21
H 4.956 -0.055 -1.705 0.10 -0.23 0.60
C 3.939 0.737 0.001 0.18 -0.28 0.87
H 3.162 1.277 -0.565 0.82 0.00 -0.05
C 3.863 0.753 1.451 0.15 -0.27 0.05
C 2.778 1.265 2.180 -0.62 0.54 -1.11
H 2.437 2.315 2.193 0.54 -0.23 -0.14
C -0.057 1.956 -3.212 5.22 1.59 2.70
C 0.932 3.776 -2.472 -0.37 -0.74 -0.57
H 1.453 4.403 -1.759 0.38 -0.07 -0.45
C 0.201 4.117 -3.569 -0.96 0.01 1.14
H 0.076 5.017 -4.152 0.01 0.06 0.43
N -0.609 2.984 -3.870 1.44 2.10 -0.65
C -2.017 2.974 -3.954 -0.55 -0.27 0.75
C -2.853 4.046 -3.584 -0.14 -0.82 -0.58
C -4.227 3.851 -3.800 0.45 -0.29 -0.04
H -4.882 4.717 -3.658 0.01 -0.41 -0.03
C -4.726 2.603 -4.183 0.22 0.19 -0.18
C -6.137 2.487 -4.645 -0.32 -0.04 0.10
H -6.513 1.483 -4.445 -0.19 0.03 -0.05
H -6.208 2.676 -5.723 -0.04 -0.05 0.14
H -6.754 3.223 -4.128 -0.20 -0.08 -0.08
C -3.882 1.487 -4.176 -0.05 1.05 -0.23
H -4.244 0.477 -4.350 -0.13 0.17 0.16
C -2.511 1.659 -4.007 -1.14 0.01 -0.11
C -1.623 0.524 -3.775 -2.27 -3.99 -2.44
H -0.365 0.947 -3.652 -1.04 -1.10 0.28
H -1.727 -0.236 -4.556 -0.75 -0.41 -0.06
H -1.778 0.043 -2.800 0.00 0.16 0.01
C -2.436 5.283 -2.852 -0.05 0.76 -0.14
H -1.588 5.810 -3.297 -0.26 -0.03 0.17
H -2.193 5.099 -1.790 -0.05 -0.11 -0.47
H -3.309 5.948 -2.882 0.29 0.10 0.19
C 3.059 -2.139 3.217 0.05 0.34 0.18
N 2.606 -3.279 2.451 -0.39 -0.01 -0.71
C 2.229 -3.291 1.123 0.05 -0.78 1.16
Se 2.187 -1.904 -0.108 0.14 -1.53 0.42
N 2.012 -4.623 0.850 -0.05 -0.05 -0.10
C 2.298 -5.434 1.955 0.36 0.05 -0.51
C 2.497 -6.805 2.066 -0.19 -0.08 0.31
C 2.981 -7.281 3.296 -0.15 0.29 -0.03
C 3.286 -6.397 4.358 -0.15 0.25 -0.36
C 3.158 -5.008 4.197 -0.20 -0.42 0.08
C 2.645 -4.569 2.981 0.52 0.56 -0.41
H 4.150 -2.065 3.217 -0.29 -0.16 -0.04
H 2.718 -2.267 4.249 -0.13 0.19 -0.21
H 2.668 -1.213 2.785 -0.03 -0.10 0.16
H 1.729 -4.972 -0.060 0.11 0.40 0.31
H 2.275 -7.441 1.205 0.16 -0.02 0.45
H 3.137 -8.352 3.446 -0.09 0.38 -0.12
H 3.640 -6.804 5.309 -0.06 0.16 -0.38
H 3.439 -4.276 4.958 -0.04 -0.47 -0.18



No. 3
86
Properties=species:S:1:pos:R:3:forces:R:3 method="wB97M-V/def2-TZVPD" relative_energy_kj_mol=98.54 e_homo_ev=-5.042
C -0.602 -1.043 6.325 0.19 0.18 0.08
C -1.174 -1.698 5.090 -0.13 0.15 0.07
O -1.387 -0.678 4.096 0.25 -0.50 0.73
C -1.890 -1.216 2.943 -0.76 0.02 -1.61
C -2.382 -0.226 2.000 0.78 -0.69 1.54
C -2.676 -0.563 0.684 -0.02 -0.35 -1.37
C -2.633 -1.923 0.205 -0.06 -0.02 -0.16
C -3.033 -2.261 -1.068 0.08 0.22 0.35
C -3.442 -1.271 -1.972 -0.34 0.06 -0.45
C -3.943 -1.645 -3.262 -0.59 -0.49 -1.55
N -4.362 -1.979 -4.304 0.70 0.63 1.77
C -3.379 0.079 -1.588 0.04 0.19 0.31
C -2.975 0.437 -0.314 -0.01 -0.54 0.27
O -1.893 -2.447 2.800 0.11 0.80 0.52
H -0.706 -1.714 7.182 0.06 0.02 -0.04
H 0.464 -0.828 6.197 -0.18 0.09 0.04
H -1.124 -0.106 6.547 0.06 -0.12 0.01
H -0.501 -2.493 4.730 -0.35 0.34 -0.03
H -2.151 -2.151 5.310 0.25 -0.08 -0.04
H -2.328 0.812 2.301 0.07 0.06 -0.02
H -2.259 -2.697 0.872 -0.33 0.30 -0.22
H -3.047 -3.308 -1.370 0.08 0.22 0.00
H -3.665 0.849 -2.303 0.15 -0.14 0.08
H -2.832 1.484 -0.035 -0.25 -0.20 -0.14
C -7.087 2.789 13.144 0.35 -0.46 -0.24
O -6.094 1.756 13.001 -0.86 0.08 -0.09
C -5.941 1.141 11.799 0.77 -0.43 -0.24
C -6.612 1.444 10.607 0.06 0.59 -0.02
C -6.083 1.014 9.385 -0.09 -0.70 0.66
C -6.603 1.571 8.084 -0.44 0.03 0.02
C -5.740 2.733 7.568 0.75 0.10 0.31
C -5.704 3.968 8.477 1.03 0.16 1.14
O -5.126 4.059 9.560 -1.17 -0.20 -1.63
N -6.373 4.968 7.831 0.30 -0.58 0.31
C -6.594 6.267 8.419 -0.07 0.37 -0.11
C -6.743 4.682 6.450 -0.36 1.00 0.34
C -8.265 4.821 6.311 -0.17 -0.36 0.02
C -6.053 5.678 5.511 0.34 -0.12 -0.03
N -6.245 3.301 6.310 -0.32 -1.51 -1.63
C -6.311 2.551 5.197 0.31 0.42 1.76
C -6.830 2.997 3.991 -0.52 0.23 -1.55
C -6.817 2.297 2.794 -0.47 0.21 1.21
C -7.513 2.767 1.622 -0.61 0.50 -0.85
C -7.698 1.899 0.512 0.21 0.10 0.55
C -8.357 2.328 -0.633 -0.26 0.40 -0.07
C -8.873 3.635 -0.708 0.43 -0.42 0.29
C -8.750 4.493 0.394 0.12 -0.12 0.24
C -8.092 4.072 1.545 0.06 -0.61 -0.18
C -5.035 0.086 9.367 0.33 0.00 -0.32
C -4.426 -0.333 10.557 -0.28 0.26 0.55
O -3.346 -1.149 10.687 -0.29 -0.13 -0.49
C -2.827 -1.850 9.545 -0.23 0.36 0.20
C -4.902 0.182 11.782 0.49 0.66 -0.07
O -4.299 -0.183 12.956 0.22 0.16 0.13
C -3.132 0.565 13.415 -0.82 -0.34 -0.57
H -7.109 2.996 14.217 -0.07 0.04 -0.26
H -6.788 3.688 12.584 -0.09 -0.23 0.10
H -8.075 2.444 12.807 0.24 0.09 0.14
H -7.490 2.096 10.623 0.46 -0.01 -0.04
H -6.602 0.795 7.304 -0.05 0.11 0.20
H -7.635 1.938 8.191 0.20 -0.17 0.02
H -4.706 2.369 7.425 -0.36 0.23 0.04
H -6.258 6.267 9.460 -0.02 -0.17 -0.28
H -6.051 7.037 7.863 0.03 -0.03 0.20
H -7.659 6.515 8.377 0.09 0.01 0.16
H -8.776 4.223 7.075 0.09 0.09 -0.18
H -8.543 5.874 6.448 0.08 -0.33 -0.08
H -8.609 4.500 5.326 -0.09 0.11 0.17
H -4.974 5.688 5.703 -0.16 0.02 -0.08
H -6.220 5.418 4.466 0.11 0.20 0.14
H -6.458 6.683 5.686 0.12 -0.29 -0.06
H -5.986 1.505 5.310 0.18 0.61 -0.11
H -7.329 3.965 3.989 0.30 -0.51 -0.03
H -6.336 1.317 2.753 -0.01 0.18 -0.08
H -7.351 0.866 0.606 0.07 0.40 -0.24
H -8.480 1.648 -1.476 0.06 0.19 0.27
H -9.362 3.987 -1.618 0.11 -0.18 0.29
H -9.176 5.497 0.359 0.13 -0.31 -0.02
H -8.061 4.740 2.407 0.13 -0.07 -0.38
H -4.672 -0.289 8.407 0.00 0.13 0.26
H -2.084 -2.531 9.965 -0.14 0.11 -0.23
H -3.613 -2.420 9.027 0.19 0.15 0.17
H -2.345 -1.153 8.844 -0.14 -0.19 0.16
H -2.862 0.082 14.356 0.05 0.18 -0.19
H -2.318 0.474 12.683 -0.19 0.07 0.21
H -3.405 1.617 13.581 0.13 -0.26 -0.05



No. 4
89
Properties=species:S:1:pos:R:3:forces:R:3 method="wB97M-V/def2-TZVPD" e_homo_ev="-7.830 / -7.830"
Ni -0.164 0.617 -0.085 0.67 -0.06 0.25
C -0.431 -2.538 -0.287 0.01 -0.01 -0.12
O 0.837 -2.629 -0.890 -0.08 0.02 0.11
C 0.837 -2.382 -2.271 0.01 0.05 -0.02
C 0.078 -1.138 -2.687 0.04 0.10 -0.03
O 0.560 -0.002 -1.960 -0.09 0.05 0.01
C 0.766 1.153 -2.783 0.02 -0.09 0.02
H -0.338 -2.905 0.728 0.05 0.01 0.05
H -0.783 -1.494 -0.240 -0.09 -0.12 0.07
H -1.184 -3.128 -0.827 0.02 -0.01 0.02
H 0.407 -3.233 -2.823 -0.02 0.01 0.00
H 1.886 -2.276 -2.550 0.00 -0.01 -0.03
H -0.999 -1.232 -2.527 0.03 -0.02 0.01
H 0.238 -0.978 -3.756 0.01 0.00 -0.01
H 1.506 0.915 -3.549 0.00 0.01 -0.03
H 1.159 1.945 -2.146 -0.05 -0.11 -0.06
H -0.174 1.477 -3.237 0.02 0.00 -0.02
C -3.305 4.707 3.795 0.01 -0.01 -0.01
C -3.534 3.392 3.413 -0.01 0.01 0.01
C -2.641 2.747 2.574 -0.11 -0.04 -0.08
C -1.511 3.411 2.109 0.26 -0.04 0.33
C -1.289 4.734 2.482 0.04 -0.04 0.10
C -2.186 5.378 3.324 0.00 -0.01 -0.02
P -0.430 2.589 0.900 -0.40 0.18 -0.58
C 1.079 3.567 0.768 -0.01 0.10 0.04
C 1.412 4.170 -0.442 -0.04 0.12 -0.01
C 2.637 4.806 -0.588 0.01 0.01 0.02
C 3.531 4.840 0.472 -0.02 -0.01 0.00
C 3.199 4.243 1.682 0.03 0.00 -0.02
C 1.979 3.603 1.831 0.06 -0.03 0.01
C -1.447 2.770 -0.577 0.00 0.14 0.04
C -2.099 3.808 -1.237 -0.02 0.00 0.06
C -2.983 3.465 -2.244 -0.01 0.08 0.00
C -3.226 2.123 -2.541 -0.03 -0.13 -0.02
C -2.566 1.102 -1.872 -0.05 0.07 0.09
C -1.635 1.428 -0.880 -0.27 -0.09 -0.52
H -3.999 5.209 4.455 0.00 0.00 0.00
H -4.410 2.865 3.769 0.00 0.00 0.00
H -2.845 1.734 2.249 0.04 -0.01 0.00
H -0.414 5.262 2.125 0.01 -0.01 -0.01
H -2.006 6.405 3.612 0.00 0.00 0.00
H 0.715 4.139 -1.274 0.06 0.00 0.07
H 2.899 5.259 -1.535 0.00 0.00 -0.01
H 4.491 5.325 0.355 0.00 0.00 0.00
H 3.900 4.261 2.506 0.00 0.00 0.00
H 1.739 3.116 2.769 -0.01 -0.01 -0.01
H -1.942 4.845 -0.962 0.01 0.00 0.00
H -3.512 4.236 -2.791 0.00 0.01 0.01
H -3.947 1.879 -3.313 0.00 0.00 0.00
H -2.784 0.071 -2.128 0.01 0.00 -0.02
C 0.178 -2.245 3.372 0.21 0.09 -0.01
N 0.207 -2.520 4.815 0.09 0.03 0.01
C 1.148 -1.575 5.427 -0.01 0.00 0.00
N 0.772 -0.176 5.187 0.03 -0.02 -0.01
C 0.736 0.027 3.731 0.01 -0.03 -0.03
N -0.224 -0.864 3.080 -0.35 -0.22 0.05
C -1.539 -0.645 3.673 0.01 0.09 0.04
N -1.564 -0.878 5.122 0.02 0.04 -0.01
C -1.122 -2.255 5.361 -0.02 -0.02 0.03
C -0.575 0.027 5.721 -0.01 0.00 0.01
H -0.527 -2.935 2.902 -0.04 0.00 0.02
H 1.175 -2.402 2.955 -0.03 -0.03 -0.05
H 2.142 -1.748 5.013 0.00 -0.01 -0.01
H 1.176 -1.753 6.505 0.00 0.00 0.00
H 1.722 -0.166 3.309 0.01 0.02 -0.01
H 0.454 1.065 3.520 -0.03 0.00 0.03
H -2.267 -1.306 3.193 0.01 -0.02 0.01
H -1.831 0.391 3.499 -0.02 -0.01 -0.02
H -1.839 -2.940 4.900 0.00 0.00 0.00
H -1.108 -2.439 6.438 0.00 0.00 0.00
H -0.558 -0.136 6.801 0.00 0.00 0.00
H -0.882 1.058 5.527 0.00 0.00 0.00
O 2.950 -1.361 1.438 0.00 -0.03 0.04
C 2.562 -0.509 0.651 0.03 -0.05 -0.24
O 1.451 0.127 0.743 -0.11 0.16 0.43
C 3.440 -0.107 -0.513 0.03 0.02 -0.03
C 4.244 -1.053 -1.128 -0.01 -0.03 0.02
C 5.034 -0.733 -2.238 -0.01 -0.02 0.01
C 4.992 0.569 -2.669 0.00 0.05 0.02
O 5.661 1.137 -3.726 -0.05 0.00 -0.02
C 5.351 2.528 -3.682 0.01 -0.03 0.03
O 4.355 2.733 -2.682 -0.04 -0.01 -0.04
C 4.211 1.522 -2.041 0.07 -0.02 0.02
C 3.419 1.220 -0.966 0.03 -0.04 0.08
H 4.244 -2.058 -0.727 0.00 0.01 0.00
H 5.653 -1.470 -2.731 0.00 0.00 0.00
H 4.959 2.839 -4.651 0.03 0.03 -0.01
H 6.252 3.091 -3.418 0.00 0.00 0.00
H 2.807 1.963 -0.470 0.05 -0.06 -0.04



Going through the records in order, we get E values of -79347.498, -130113.654, -54748.018, -106572.049 eV.